# 1
DFT (the ωB97M-V functional and the def2-TZVPD basis) results for a 2-piece molecular cluster, C2H9N3O overall.

Computed properties:
* SMILES: [H]/N=C/CN.NO
* maximum force: 4.210 eV Å⁻¹

Each line ends with the natural charge from an NBO analysis.
Positions of all 15 atoms, in Å:
H1 -0.89553 -1.89398 0.82214  0.343
N1 -0.31057 -1.37560 0.18718  -0.882
C1 0.10271 -0.15194 0.53387  0.173
C2 1.23925 0.46973 -0.29486  -0.274
N2 2.28088 -0.51991 -0.50483  -0.800
H2 -0.05696 0.17509 1.51506  0.141
H3 1.58803 1.26525 0.26518  0.182
H4 0.82342 0.89961 -1.16155  0.188
H5 1.76215 -1.35966 -0.88223  0.376
H6 2.45582 -0.91397 0.45797  0.342
N3 -1.49854 0.98721 -0.01070  -0.462
O1 -2.40378 0.15902 -0.71071  -0.563
H7 -1.20569 1.80452 -0.62478  0.383
H8 -1.89512 1.15747 0.96951  0.370
H9 -1.98607 -0.70283 -0.56125  0.481

***

# 2
DFT (the ωB97M-V functional and the def2-TZVPD basis) results for a 2-piece molecular cluster, C2H9N3O overall.

Computed properties:
* SMILES: NC=O.NCN
* maximum force: 2.420 eV Å⁻¹

Each line ends with the natural charge from an NBO analysis.
Positions of all 15 atoms, in Å:
N1 1.07409 2.41126 -1.88270  -0.829
C1 1.34525 1.80330 -0.66932  0.520
O1 1.18641 2.42024 0.35923  -0.590
H1 1.54567 2.07674 -2.70231  0.386
H2 0.88842 3.39741 -1.83181  0.397
H3 1.52304 0.72505 -0.69582  0.116
N2 -1.42078 -0.62173 1.45569  -0.901
C2 -0.67188 -1.13110 0.33846  -0.050
N3 -0.39612 -2.59250 0.35603  -0.859
H4 -0.81090 -0.33980 2.20256  0.367
H5 -2.40293 -0.57353 1.67594  0.392
H6 0.28694 -0.63357 0.29595  0.174
H7 -1.32420 -1.06202 -0.53612  0.176
H8 -1.23702 -3.01777 0.73067  0.353
H9 0.41401 -2.86198 0.90356  0.350

***

# 3
DFT (the ωB97M-V functional and the def2-TZVPD basis) results for a 2-piece molecular cluster, C2H9N3O overall.

Computed properties:
* SMILES: [H]/N=C/N.NCO
* maximum force: 1.332 eV Å⁻¹

Each line ends with the natural charge from an NBO analysis.
Positions of all 15 atoms, in Å:
H1 -0.48680 -0.61824 3.11080  0.342
N1 -0.34371 -0.52726 2.10982  -0.712
C1 -0.01856 -1.67185 1.64785  0.280
N2 0.34305 -1.85400 0.33623  -0.833
H2 -0.21152 -2.56780 2.24076  0.147
H3 0.65610 -2.77372 0.07375  0.379
H4 -0.22910 -1.44366 -0.38777  0.403
N3 -0.19813 0.72686 -1.98561  -0.866
C2 -0.05918 1.91046 -1.08950  0.101
O1 0.35136 1.51083 0.17625  -0.732
H5 0.27642 0.91795 -2.86775  0.350
H6 0.47477 0.07722 -1.57144  0.353
H7 -0.96069 2.52357 -1.07936  0.148
H8 0.76455 2.50647 -1.50202  0.138
H9 -0.35859 1.28318 0.78800  0.503

***

# 4
DFT (the ωB97M-V functional and the def2-TZVPD basis) results for a 2-piece molecular cluster, C2H9N3O overall.

Computed properties:
* SMILES: NC=O.NCN
* maximum force: 3.314 eV Å⁻¹

Each line ends with the natural charge from an NBO analysis.
Positions of all 15 atoms, in Å:
N1 -0.43890 1.51377 3.09146  -0.812
C1 0.28414 1.12982 2.03105  0.528
O1 0.25575 0.03572 1.46244  -0.624
H1 -0.19539 2.41674 3.55478  0.397
H2 -1.12750 0.95945 3.59094  0.407
H3 0.94161 1.94071 1.69011  0.108
N2 -0.41905 -0.33093 -2.73204  -0.866
C2 0.67512 -0.90816 -1.91024  -0.051
N3 0.13554 -1.48272 -0.69086  -0.858
H4 -1.23193 -0.90871 -2.61199  0.346
H5 -0.69523 0.62634 -2.46718  0.349
H6 1.21536 -1.62304 -2.51546  0.177
H7 1.34108 -0.12628 -1.66393  0.176
H8 -0.32687 -0.94038 -0.04711  0.381
H9 -0.41375 -2.30232 -0.78198  0.341

***

In eV, the energy relative to the best compared isomer or geometry (same formula, charge and spin) values for the records above are, in order, 4.333, 1.145, 1.492, 1.148.
In hartree, the orbital gap values for the records above are, in order, 0.360, 0.353, 0.378, 0.314.